# C36H36ClF6O3PSi2

A molecular structure, C36H36ClF6O3PSi2 in a non-equilibrium geometry (ωB97M-V with the def2-TZVPD basis set, OMol25).

## Properties
charge = 0
largest force on an atom = 0.0735 hartree/bohr
LUMO energy = -0.004 Eh

Last column: Löwdin charge in e.
Cartesian coordinates (Å):
O: 0.35 -2.12 -5.16  -0.309
Si: 1.94 -2.06 -4.34  0.309
O: 1.76 -1.91 -2.56  -0.523
Si: 0.34 -0.83 -2.36  0.570
P: 3.22 -0.40 -5.07  0.457
O: 4.60 -0.40 -3.98  -0.446
Cl: 2.24 1.48 -4.92  0.157
H: -0.03 -3.02 -4.85  0.079
H: 2.73 -3.30 -4.57  -0.008
H: 0.21 -0.03 -3.60  -0.079
H: -0.88 -1.62 -2.10  -0.048
H: 0.60 0.14 -1.27  -0.058
H: 4.59 0.47 -3.48  0.066
F: 1.65 1.24 0.95  0.045
C: 2.68 0.53 1.44  -0.282
C: 3.55 1.12 2.34  -0.018
C: 4.62 0.38 2.85  -0.109
C: 4.80 -0.95 2.45  -0.115
C: 3.91 -1.54 1.55  -0.081
C: 2.84 -0.80 1.04  -0.005
H: 3.40 2.15 2.63  0.116
H: 5.30 0.83 3.56  0.109
H: 5.63 -1.53 2.85  0.109
H: 4.06 -2.57 1.23  0.111
H: 2.14 -1.24 0.34  0.094
F: 2.93 -3.21 3.76  0.060
C: 2.28 -2.60 4.76  -0.278
C: 2.67 -1.32 5.15  -0.008
C: 1.99 -0.68 6.18  -0.068
C: 0.92 -1.33 6.82  -0.100
C: 0.54 -2.61 6.42  -0.104
C: 1.22 -3.24 5.38  -0.021
H: 3.51 -0.84 4.65  0.084
H: 2.28 0.32 6.49  0.105
H: 0.39 -0.83 7.62  0.101
H: -0.28 -3.11 6.92  0.106
H: 0.93 -4.24 5.05  0.116
F: -2.01 -1.32 6.68  0.053
C: -2.89 -1.54 5.70  -0.280
C: -2.43 -1.95 4.45  -0.010
C: -3.35 -2.19 3.42  -0.078
C: -4.71 -2.01 3.66  -0.099
C: -5.16 -1.60 4.91  -0.086
C: -4.25 -1.37 5.94  -0.018
H: -1.37 -2.07 4.28  0.106
H: -3.00 -2.51 2.45  0.105
H: -5.43 -2.19 2.85  0.099
H: -6.23 -1.45 5.09  0.104
H: -4.58 -1.06 6.92  0.115
F: -2.00 0.70 -1.45  0.005
C: -2.56 1.79 -0.93  -0.275
C: -3.70 2.32 -1.52  -0.012
C: -4.29 3.46 -0.97  -0.083
C: -3.72 4.07 0.16  -0.096
C: -2.57 3.53 0.74  -0.080
C: -1.99 2.38 0.19  -0.009
H: -4.12 1.85 -2.39  0.103
H: -5.19 3.88 -1.42  0.104
H: -4.18 4.96 0.58  0.100
H: -2.13 4.01 1.61  0.106
H: -1.10 1.95 0.64  0.107
F: -6.28 1.87 -3.43  0.054
C: -6.80 0.79 -2.82  -0.297
C: -7.25 0.90 -1.51  -0.018
C: -7.80 -0.22 -0.88  -0.080
C: -7.88 -1.43 -1.56  -0.098
C: -7.42 -1.53 -2.87  -0.083
C: -6.88 -0.41 -3.51  -0.016
H: -7.17 1.85 -0.99  0.112
H: -8.16 -0.14 0.15  0.105
H: -8.30 -2.31 -1.07  0.100
H: -7.47 -2.48 -3.40  0.105
H: -6.53 -0.47 -4.53  0.116
F: 6.00 4.92 -5.61  0.063
C: 6.55 3.70 -5.70  -0.288
C: 5.73 2.58 -5.62  -0.022
C: 6.30 1.31 -5.71  -0.095
C: 7.68 1.18 -5.87  -0.088
C: 8.49 2.31 -5.94  -0.086
C: 7.92 3.58 -5.86  -0.022
H: 4.66 2.70 -5.48  0.063
H: 5.67 0.43 -5.65  0.041
H: 8.13 0.19 -5.93  0.102
H: 9.57 2.20 -6.06  0.104
H: 8.54 4.47 -5.93  0.114

# C36H36Li2O16S

A molecular structure, C36H36Li2O16S in a non-equilibrium geometry (ωB97M-V with the def2-TZVPD basis set, OMol25).

## Properties
ΔE to the lowest compared entry with this formula, charge and spin = 79.71 kcal per mole
charge = 0
largest force on an atom = 0.2488 hartree/bohr
LUMO energy = -0.054 Eh

Last column: Löwdin charge in e.
Cartesian coordinates (Å):
Li: 3.80 1.04 0.27  0.779
Li: 1.57 -3.65 -0.72  0.839
S: 1.32 -0.57 -0.09  0.305
O: 1.16 -0.23 1.31  -0.308
O: 0.01 -0.34 -0.70  -0.328
O: 2.37 0.33 -0.57  -0.401
O: 1.79 -1.86 -0.39  -0.379
C: -3.13 2.52 -4.34  0.001
C: -1.83 2.44 -3.83  0.000
C: -1.46 1.14 -3.30  -0.370
C: -2.30 0.07 -3.26  0.007
C: -3.68 0.21 -3.72  0.001
C: -4.05 1.41 -4.27  -0.345
O: -5.31 1.64 -4.49  0.106
O: -0.21 1.12 -2.78  -0.024
H: -3.30 3.54 -4.62  0.102
H: -1.10 3.22 -3.95  0.115
H: -2.13 -1.06 -2.73  0.164
H: -4.14 -0.55 -3.39  0.027
H: -5.81 0.99 -4.13  0.059
H: -0.19 0.57 -1.91  0.038
C: -2.64 -4.43 -1.45  -0.044
C: -4.00 -4.87 -1.42  -0.032
C: -5.07 -4.02 -1.11  -0.304
C: -4.76 -2.74 -0.70  -0.014
C: -3.45 -2.25 -0.66  0.056
C: -2.28 -3.13 -1.07  -0.286
O: -1.03 -2.72 -0.96  0.079
O: -6.40 -4.48 -1.15  0.071
H: -1.99 -5.21 -1.77  0.082
H: -3.93 -5.99 -1.97  0.167
H: -5.63 -2.18 -0.48  0.114
H: -3.17 -1.36 -0.25  0.065
H: -1.09 -1.88 -0.99  -0.052
H: -6.26 -5.34 -1.32  0.020
C: -2.42 2.09 -0.17  -0.058
C: -3.43 2.93 -0.70  0.019
C: -4.63 2.98 -0.07  -0.347
C: -4.88 2.16 0.99  -0.005
C: -3.78 1.26 1.43  0.014
C: -2.58 1.35 0.81  -0.452
O: -1.62 0.43 1.23  -0.025
O: -5.58 3.94 -0.47  -0.002
H: -1.41 2.16 -0.73  0.164
H: -3.33 3.62 -1.54  0.129
H: -5.78 2.01 1.62  0.113
H: -4.06 0.51 2.31  0.161
H: -0.95 0.48 0.40  0.100
H: -6.14 4.20 0.31  0.120
C: 6.22 -2.47 -1.65  -0.055
C: 6.97 -2.70 -2.79  0.025
C: 6.69 -1.78 -3.93  -0.329
C: 5.79 -0.79 -3.83  -0.004
C: 5.04 -0.64 -2.59  0.045
C: 5.14 -1.64 -1.53  -0.377
O: 4.49 -1.43 -0.44  0.021
O: 7.31 -2.02 -5.12  0.003
H: 6.43 -3.06 -0.93  0.050
H: 7.76 -3.62 -3.05  0.170
H: 5.46 0.00 -4.34  0.068
H: 4.16 -0.01 -2.59  0.102
H: 3.55 -1.18 -0.65  0.049
H: 7.76 -2.89 -5.34  0.139
C: 2.83 -1.57 6.45  -0.021
C: 2.11 -0.54 5.84  -0.013
C: 1.74 -0.62 4.54  -0.275
C: 2.09 -1.70 3.66  0.055
C: 2.77 -2.86 4.37  0.062
C: 3.20 -2.69 5.76  -0.355
O: 3.81 -3.75 6.29  0.039
O: 0.93 0.35 3.99  0.093
H: 3.03 -1.60 7.57  0.136
H: 1.79 0.20 6.35  0.056
H: 1.56 -1.97 2.71  0.102
H: 2.99 -3.72 3.93  0.037
H: 4.29 -3.73 7.12  0.110
H: 0.85 0.25 3.15  -0.072
C: 0.37 2.87 2.36  0.056
C: -0.45 4.00 2.13  0.034
C: 0.20 5.28 1.92  -0.291
C: 1.64 5.31 1.82  -0.021
C: 2.32 4.15 1.84  -0.070
C: 1.76 2.96 2.03  -0.367
O: 2.43 1.86 2.10  0.048
O: -0.55 6.40 1.90  0.003
H: -0.14 2.06 2.44  0.035
H: -1.36 3.86 2.46  0.054
H: 2.01 6.38 1.73  0.135
H: 3.45 4.19 1.91  0.142
H: 2.04 1.07 1.88  -0.023
H: -1.56 6.25 2.04  0.164